(1)
ORCA calculation (ωB97M-V/def2-TZVPD) on an isolated molecule of C21H30ClN3O4S.

Last column: Mulliken charge in e.
Positions of all 60 atoms, in Å:
H1 -1.52 -0.65 0.40  -0.71
C1 1.71 -2.54 -2.06  -1.13
C2 -0.99 -1.00 2.45  0.43
C3 2.54 -1.27 -1.84  -0.43
H2 0.93 -1.74 3.08  0.53
H3 4.70 2.49 -0.17  0.35
C4 -2.22 -2.61 0.92  -1.70
C5 -3.30 2.38 0.71  -0.21
H4 -1.47 -1.39 3.35  0.25
H5 -0.53 -3.70 2.68  0.61
H6 -3.34 2.92 1.64  0.52
S1 -0.57 2.57 1.02  1.24
C6 2.85 1.45 -0.08  0.30
C7 3.64 2.74 -0.18  -0.79
C8 1.64 -0.05 -1.59  -0.07
H7 -5.42 2.14 0.49  0.44
H8 0.93 -3.80 1.71  0.52
H9 1.01 0.13 -2.46  0.56
N1 -0.06 1.08 1.51  -0.15
H10 3.16 -1.10 -2.72  0.34
H11 1.57 -3.31 -0.11  0.27
C9 -1.95 -1.15 1.27  0.46
O1 -1.01 -2.26 -1.55  -0.65
C10 -0.90 -3.33 0.61  0.86
H12 3.65 1.69 -2.91  0.34
H13 -2.72 -3.11 1.75  0.55
H14 3.95 3.91 -2.01  0.49
O2 0.40 3.05 0.08  -0.55
C11 -4.44 1.95 0.07  -0.78
C12 2.80 2.08 -2.33  -0.67
C13 -4.33 1.26 -1.12  0.42
H15 -1.12 -4.39 0.40  0.31
H16 -1.59 1.04 2.87  0.72
H17 3.42 3.38 0.66  0.29
H18 0.94 -2.36 -2.82  0.39
H19 0.85 -1.31 1.38  -0.40
H20 3.19 -1.41 -0.98  0.39
O3 -0.92 3.41 2.13  -0.76
H21 -3.02 0.46 -2.62  0.40
C14 -0.32 -2.77 -0.69  -0.09
H22 1.97 2.27 -3.01  0.32
H23 2.30 3.92 -1.35  0.17
C15 3.19 3.32 -1.52  -0.56
C16 -2.06 2.13 0.15  -0.32
H24 -2.87 -2.65 0.04  0.47
C17 -0.67 0.49 2.68  -1.55
N2 1.01 -2.96 -0.86  0.05
Cl1 -5.75 0.69 -1.92  -0.22
H25 0.94 0.95 1.43  0.20
H26 2.36 -3.36 -2.39  0.42
H27 -2.89 -0.65 1.50  0.55
N3 2.41 1.13 -1.31  0.76
C18 0.30 -1.78 2.19  0.20
C19 -3.09 1.00 -1.70  -0.65
H28 -0.02 0.60 3.56  0.40
C20 -1.95 1.45 -1.05  -0.12
H29 -0.97 1.28 -1.46  0.36
O4 2.65 0.78 0.92  -0.80
H30 1.00 -0.25 -0.73  -0.65
C21 0.00 -3.24 1.84  -1.92

Properties
Structure (SMILES)   O=C1CCCN1CCCNC(=O)[C@H]1CC[C@@H](CNS(=O)(=O)c2ccc(Cl)cc2)CC1
HOMO level   -9.198 eV
Gap between HOMO and LUMO   0.36318 hartree
Total charge   0
Total energy   -58284.20854 eV
Multiplicity   1
Relative energy (zero: lowest compared OMol25 entry of this formula, charge and spin)   1.6 kcal per mole



(2)
ORCA calculation (ωB97M-V/def2-TZVPD) on a structure of composition C21H30F5NO2P2Pb.

Last column: Mulliken charge in e.
Positions of all 62 atoms, in Å:
F1 2.52 3.82 5.33  -0.33
H1 1.25 -4.46 -1.80  0.33
H2 -0.20 -2.75 -6.32  0.34
C1 1.10 -4.88 -3.93  -0.49
H3 3.42 -1.15 1.13  0.38
H4 3.40 -2.15 -1.38  0.31
C2 3.48 -1.15 -1.82  -1.18
N1 0.24 -2.21 -1.76  -0.54
H5 3.04 -1.18 -2.84  0.34
C3 0.53 5.42 2.66  0.41
H6 2.80 0.48 1.55  0.08
C4 -1.15 1.36 3.84  -1.59
C5 -3.39 -2.08 1.41  -1.17
C6 -1.28 1.02 2.41  0.91
H7 -2.76 -2.88 -2.23  0.33
H8 -2.79 -2.95 1.69  0.36
F2 -0.13 6.59 2.49  -0.32
H9 -2.61 2.62 2.26  0.65
C7 0.11 -3.10 -5.34  -0.51
H10 4.40 0.33 0.76  0.38
H11 1.54 -5.87 -3.84  0.35
C8 -2.23 1.86 1.53  -0.03
C9 3.39 -0.09 0.83  -0.94
H12 -0.93 2.45 3.94  0.31
H13 -2.15 -3.75 -0.81  0.34
P1 2.60 0.07 -0.79  0.73
C10 0.61 4.47 1.68  -0.06
H14 4.54 -0.82 -1.86  0.42
O1 1.22 2.23 1.10  -0.33
H15 -1.68 2.53 0.81  0.24
C11 1.16 5.22 3.89  0.47
C12 1.87 4.03 4.13  0.28
H16 -2.10 1.04 0.63  -0.77
F3 1.15 6.21 4.81  -0.34
H17 -3.94 -3.54 -1.03  0.47
C13 -2.94 -3.09 -1.17  -1.09
H18 -4.38 0.35 -0.45  0.34
H19 -4.46 -2.36 1.35  0.39
H20 -5.25 -1.24 -0.55  0.37
C14 1.95 3.05 3.16  0.05
H21 2.91 1.80 -2.43  0.39
H22 -3.17 1.28 1.28  0.40
C15 3.16 1.66 -1.38  -1.07
C16 -0.06 -2.29 -4.24  -0.49
C17 0.94 -4.12 -2.80  -0.40
H23 2.67 2.45 -0.80  0.14
O2 -0.61 0.06 1.94  -0.42
C18 1.28 3.24 1.89  0.02
F4 2.51 1.86 3.44  -0.39
F5 -0.07 4.64 0.56  -0.39
P2 -2.80 -1.49 -0.25  0.59
C19 -4.35 -0.67 -0.85  -1.24
C20 0.68 -4.37 -5.17  -0.46
H24 -0.51 -1.28 -4.33  0.25
H25 -2.11 1.18 4.38  0.43
Pb1 0.06 -0.18 -1.04  0.62
H26 -4.28 -0.60 -1.94  0.36
C21 0.35 -2.80 -2.93  0.47
H27 -3.23 -1.29 2.15  0.22
H28 4.25 1.67 -1.23  0.38
H29 -0.36 0.78 4.32  0.33
H30 0.80 -4.98 -6.03  0.39

Properties
HOMO level   -5.720 eV
Gap between HOMO and LUMO   0.12842 hartree
Total charge   0
Total energy   -65252.09913 eV
Multiplicity   1



(3)
ORCA calculation (ωB97M-V/def2-TZVPD) on a structure of composition C21H30HgN2Si.

Last column: Mulliken charge in e.
Positions of all 55 atoms, in Å:
C1 2.29 -0.08 -5.31  -0.18
H1 -2.09 2.80 0.37  0.47
C2 -0.55 2.07 1.82  -0.55
H2 -1.73 -1.71 -0.52  0.21
H3 2.05 -2.24 -1.02  0.22
C3 0.04 2.74 -0.30  -0.96
C4 3.36 -0.05 -6.19  -0.59
H4 -2.16 -4.85 -6.64  -0.01
C5 0.96 -2.40 0.72  -0.91
H5 3.18 -3.25 -7.38  0.36
C6 1.92 -2.41 -5.82  -0.16
H6 -2.01 -2.83 -5.08  0.44
H7 -1.15 1.83 2.71  0.59
H8 2.24 2.35 -0.01  0.52
H9 1.73 -2.99 1.24  0.41
C7 1.53 -1.25 -5.14  0.20
H10 -3.65 2.11 -7.22  0.34
C8 -2.97 1.48 -6.63  -0.41
C9 0.86 1.92 1.69  -0.56
H11 -2.16 -4.32 -7.17  0.03
H12 -4.28 1.43 -4.90  0.36
H13 4.51 -1.16 -7.66  0.37
H14 1.53 1.55 2.47  0.59
C10 -1.79 1.00 -7.19  -0.61
C11 -2.47 0.30 -4.57  -0.43
C12 0.24 -1.52 1.73  0.16
H15 -0.45 -3.63 -5.45  0.39
H16 0.25 -2.04 2.70  0.33
N1 1.57 -1.62 -0.37  -0.50
H17 -1.04 -3.56 -3.77  0.33
Hg1 0.25 0.04 -2.00  1.14
C13 -3.32 1.11 -5.33  -0.57
C14 2.96 -2.36 -6.76  -0.60
H18 -2.25 -0.23 -0.08  0.18
H19 -1.83 -2.06 1.71  0.37
C15 -0.99 -3.02 -4.73  -1.45
N2 -1.46 -0.87 -0.01  -0.39
C16 -0.94 0.18 -6.45  -0.17
H20 3.93 0.87 -6.34  0.36
H21 -2.75 -0.01 -3.56  0.30
H22 0.78 -0.57 1.89  -0.22
C17 -1.21 -1.20 1.41  -0.74
C18 -1.05 2.58 0.59  -0.69
H23 2.24 -0.96 0.00  0.23
C19 -1.25 -0.14 -5.12  0.48
H24 2.03 0.82 -4.74  0.28
H25 0.26 -3.12 0.27  0.37
C20 3.70 -1.19 -6.93  -0.41
H26 -0.01 3.11 -1.32  0.69
H27 -1.53 1.24 -8.23  0.36
H28 -1.51 -0.33 2.00  0.18
C21 1.23 2.34 0.38  -0.63
Si1 -0.10 -1.24 -4.12  -0.12
H29 -0.05 -0.23 -6.90  0.32
H30 1.40 -3.34 -5.64  0.26

Properties
HOMO level (alpha / beta)   -6.744 / -6.744 eV
Gap between HOMO and LUMO (alpha / beta)   0.21087 / 0.21083 hartree
Total charge   0
Total energy   -37292.98452 eV
Multiplicity   1
Relative energy (zero: lowest compared OMol25 entry of this formula, charge and spin)   0.0 kcal per mole



(4)
ORCA calculation (ωB97M-V/def2-TZVPD) on a structure of composition C21H30InN2Si.

Last column: Mulliken charge in e.
Positions of all 55 atoms, in Å:
H1 -1.85 1.79 1.92  0.54
C1 2.17 -2.18 -3.96  -0.66
H2 -2.82 0.02 -2.12  0.30
H3 0.11 0.44 -5.27  0.40
C2 -2.51 0.48 -3.07  -0.41
H4 -2.18 -3.69 -4.49  0.22
C3 4.16 -0.92 -4.56  -0.45
C4 -1.20 2.12 -0.19  -0.50
H5 -0.71 -2.54 -2.76  -0.15
C5 -1.15 -1.66 2.36  -0.68
Si1 -0.17 -1.15 -2.87  -0.36
H6 2.13 2.29 0.20  0.48
H7 0.30 2.68 -1.77  0.55
C6 0.10 2.29 -0.77  -0.50
H8 3.85 -3.01 -5.02  0.40
H9 2.44 -0.99 0.95  0.33
H10 2.02 -3.06 1.92  0.42
C7 -1.45 -3.65 -5.30  -0.79
H11 -4.28 1.69 -3.27  0.42
H12 5.14 -0.88 -5.04  0.39
H13 -2.04 -2.01 2.91  0.47
H14 0.93 -3.02 0.55  0.26
H15 -1.77 -2.94 -6.07  0.26
In1 0.08 -0.40 -0.42  1.21
C8 -1.05 1.85 1.18  -0.75
H16 -0.45 -3.41 -4.95  -0.02
C9 2.35 0.18 -3.38  0.11
C10 -3.33 1.41 -3.71  -0.53
H17 4.19 1.15 -3.94  0.42
H18 -2.15 2.33 -0.71  0.52
H19 0.78 1.80 2.49  0.66
H20 -3.58 2.68 -5.45  0.39
C11 3.63 0.22 -3.95  -0.70
H21 -0.46 -3.70 2.36  0.33
H22 1.59 -3.11 -3.91  0.26
C12 -2.93 1.97 -4.93  -0.48
C13 1.59 -1.00 -3.46  0.67
C14 1.14 -2.55 1.53  -0.62
H23 1.93 1.06 -2.89  0.28
H24 0.33 -2.67 3.51  0.31
H25 1.42 -0.54 2.14  0.23
C15 3.44 -2.12 -4.55  -0.67
N1 -1.55 -1.43 0.95  -0.49
H26 -1.36 2.08 -6.43  0.41
C16 0.35 1.84 1.48  -0.82
C17 -1.29 0.10 -3.66  0.93
H27 -1.40 -4.65 -5.76  0.35
H28 -0.87 -0.70 2.81  0.32
H29 -2.35 -0.80 0.87  0.28
C18 1.06 2.10 0.28  -0.69
C19 -0.04 -2.70 2.48  -0.54
C20 -0.86 0.71 -4.85  -0.45
H30 -1.82 -2.29 0.48  0.31
C21 -1.69 1.64 -5.49  -0.65
N2 1.49 -1.11 1.30  -0.51

Properties
HOMO level   -10.516 eV
Gap between HOMO and LUMO   0.27926 hartree
Total charge   +1
Total energy   -38289.10013 eV
Multiplicity   1